The following is a DFT calculation (ωB97M-V/def2-TZVPD) of a gas-phase ion, C2H4N3S (charge +1) at a distorted geometry.

Each line ends with the Mulliken charge.
Atoms and positions in Å:
1 H 2.111 -1.328 0.176  0.305
2 N 0.876 0.152 0.164  0.082
3 H -3.182 -0.574 0.221  0.342
4 H 2.718 -0.219 -0.697  0.294
5 N -1.398 -1.629 -0.007  -0.257
6 S -1.530 1.163 0.029  0.072
7 H 0.274 2.253 -0.105  0.321
8 N 2.063 -0.356 0.065  -0.519
9 C 0.138 1.174 0.152  0.287
10 C -2.069 -0.637 0.001  0.073

Calculated values
Frontier orbital gap (alpha / beta) = 6.693 / 8.491 eV
Total charge = +1
Highest occupied orbital energy (alpha / beta) = -14.36 / -14.58 eV